#w
Computed, not measured: a single C22H22N2O3 molecule, with ωB97M-V/def2-TZVPD.

XYZ file:
```
49
Properties=species:S:1:pos:R:3:mulliken_charge:R:1
C -6.4947 -1.2919 -0.2340 -0.82
H -6.4924 -0.2028 -0.3428 0.33
O -5.4042 -1.8798 -0.9008 -0.44
C -4.1438 -1.5280 -0.5255 0.62
C -3.8397 -0.6428 0.5011 -0.27
C -2.5173 -0.3470 0.8065 -0.03
C -1.4961 -0.9386 0.0797 0.25
C -1.7968 -1.8180 -0.9480 -0.61
C -3.1072 -2.1166 -1.2519 -0.70
H -3.3597 -2.7967 -2.0495 0.44
H -0.9983 -2.2708 -1.5173 0.43
H -0.4657 -0.7116 0.3042 0.20
C -2.2128 0.6232 1.9266 -1.31
N -1.0256 1.4041 1.6675 -0.02
C -1.0661 2.5247 0.9351 0.76
O -2.0741 3.0977 0.5823 -0.67
C 0.3412 3.0187 0.5335 -1.13
N 0.7750 2.2610 -0.6122 0.17
C 0.4161 2.5539 -1.8741 -0.33
C 0.9720 1.6302 -2.7355 -1.26
C 1.7100 0.7446 -1.9577 -0.33
C 1.5789 1.1428 -0.6263 -0.01
C 2.1077 0.4764 0.5383 1.27
O 1.6869 0.6600 1.6814 -0.81
C 3.2225 -0.4716 0.2627 0.29
C 4.3111 -0.0104 -0.4731 -0.38
C 5.3978 -0.8294 -0.7138 -0.78
C 5.3972 -2.1254 -0.2273 -0.63
C 4.3170 -2.5880 0.5029 -0.75
C 3.2228 -1.7759 0.7704 0.65
C 2.0604 -2.3095 1.5496 -1.32
H 2.2961 -3.2837 1.9703 0.46
H 1.8002 -1.6296 2.3572 0.27
H 1.1870 -2.4156 0.9053 0.19
H 4.3230 -3.6007 0.8798 0.38
H 6.2391 -2.7755 -0.4141 0.39
H 6.2391 -0.4583 -1.2795 0.41
H 4.3076 1.0052 -0.8415 0.49
H 2.2612 -0.1085 -2.3010 0.62
H 0.8528 1.6070 -3.8001 0.48
H -0.2124 3.3969 -2.0862 0.47
H 0.2741 4.0742 0.2598 0.48
H 1.0441 2.8863 1.3567 0.43
H -0.1150 0.9959 1.8680 0.36
H -3.0488 1.3184 2.0430 0.41
H -2.0706 0.0787 2.8654 0.37
H -4.6212 -0.1658 1.0717 0.42
H -6.5040 -1.5519 0.8296 0.32
H -7.3851 -1.6992 -0.7106 0.24
```

Values from the calculation:
M: 362.4 g/mol
SMILES: COc1cccc(CNC(=O)Cn2cccc2C(=O)c2ccccc2C)c1
Charge: 0



#x
Computed, not measured: a single C22H22N2O3 molecule, with ωB97M-V/def2-TZVPD.

XYZ file:
```
49
Properties=species:S:1:pos:R:3:mulliken_charge:R:1
C -3.2257 0.4198 2.3745 -0.76
C -3.0082 -1.0857 2.2514 -0.73
C -1.5375 -1.3010 1.9292 -0.50
N -1.0531 -0.0027 1.2725 1.03
N 0.3258 0.4233 1.6955 -0.67
C 1.0227 -0.0671 2.6415 -0.39
C -2.0066 1.1030 1.7937 -0.27
H -4.1273 0.7433 1.8424 0.38
H -3.3188 0.7340 3.4173 0.30
H -3.2792 -1.6089 3.1739 0.42
H -3.6330 -1.4971 1.4494 0.28
H -0.9237 -1.4258 2.8175 0.49
H -1.3780 -2.1426 1.2542 0.23
H 2.0609 0.3039 2.7293 0.32
H 0.7575 -0.8470 3.3734 0.30
H -2.3132 1.7512 0.9702 0.19
H -1.4172 1.6722 2.5204 0.35
C 2.9081 -5.2701 -1.2492 -0.79
O 1.6481 -4.8507 -1.8212 -0.47
C 1.1037 -3.6775 -1.4119 0.84
C 1.7305 -2.8117 -0.4904 -0.87
C 1.0709 -1.6443 -0.1251 0.35
C -0.1864 -1.3113 -0.6252 -0.96
C -0.9626 -0.0696 -0.1849 1.05
C -0.3600 1.1950 -0.6846 -0.20
C -1.1067 2.4375 -0.8760 -0.67
O -2.3309 2.6324 -0.7187 -0.84
C -0.1079 3.4710 -1.2337 0.08
C 1.1310 2.8551 -1.3969 -0.10
C 2.2722 3.5911 -1.6918 -0.36
C 2.1513 4.9804 -1.7664 -0.45
C 0.9039 5.6097 -1.5574 -0.47
C -0.2453 4.8563 -1.2987 -0.48
C 1.0189 1.3968 -1.1024 0.68
O 1.9649 0.6150 -1.2006 -0.77
C -0.8032 -2.1929 -1.5320 -0.34
C -0.1662 -3.3425 -1.9479 -0.97
H 3.1057 -6.2143 -1.7574 0.25
H 3.7037 -4.5417 -1.4592 0.31
H 2.8263 -5.4269 -0.1642 0.32
H 2.7261 -3.0048 -0.0805 0.33
H 1.5914 -1.0076 0.5764 0.34
H -1.9764 -0.1352 -0.5910 0.77
H 3.2118 3.0613 -1.8361 0.45
H 3.0350 5.5825 -1.9753 0.37
H 0.8356 6.6944 -1.5897 0.38
H -1.2256 5.3027 -1.1297 0.47
H -1.8014 -1.9464 -1.8992 0.41
H -0.6119 -4.0067 -2.6853 0.41
```

Values from the calculation:
M: 362.4 g/mol
SMILES: C=N[N+]1([C@@H](C2=C([O-])c3ccccc3C2=O)c2ccc(OC)cc2)CCCC1
Charge: 0



Energetically preferred structure: #w | next structure: +101.1 kcal/mol



#w
Computed, not measured: a gas-phase ion, C3H9N2OS (charge +1), with ωB97M-V/def2-TZVPD.

XYZ file:
```
16
Properties=species:S:1:pos:R:3:mulliken_charge:R:1
C -0.6602 1.3079 0.8868 0.72
C 1.8658 -1.0259 -1.3543 -0.90
C -0.4499 -0.2662 -0.0672 -0.78
N 0.3359 2.1473 0.8629 -0.34
N -1.6557 -0.9829 0.3498 -0.19
O -1.7785 1.3631 1.2600 -0.52
S 1.1310 -1.0285 0.3738 -0.01
H 1.7325 0.0830 -1.5559 0.38
H 1.4332 -1.7470 -2.0257 0.34
H 2.7593 -1.4691 -1.0938 0.31
H -0.3977 0.0699 -1.0724 0.39
H 1.1921 1.8277 0.4420 0.20
H 0.5551 2.9780 1.5519 0.32
H -2.2228 -0.1844 0.7851 0.35
H -1.5995 -1.6840 1.0786 0.37
H -2.2407 -1.3890 -0.4218 0.37
```

Values from the calculation:
M: 121.2 g/mol
Charge: +1
2S+1: 3



#x
Computed, not measured: a gas-phase ion, C3H9N2OS (charge +1), with ωB97M-V/def2-TZVPD.

XYZ file:
```
16
Properties=species:S:1:pos:R:3:mulliken_charge:R:1
C 1.9547 0.0236 -0.0271 0.50
C -2.2985 0.8469 -0.1565 -1.03
C -1.0638 0.0284 0.2797 -0.03
N 1.6297 -1.2104 -0.1196 -0.26
N 3.0480 0.7400 -0.0329 -0.34
O -0.9820 -1.1691 -0.5160 -0.58
S 0.3006 1.1471 -0.2290 -0.06
H -2.3620 0.8706 -1.2040 0.35
H -3.2063 0.4443 0.2337 0.36
H -2.0970 1.8954 0.3245 0.35
H -0.9345 -0.0849 1.3049 0.48
H 2.3928 -1.8926 -0.1123 0.20
H 0.6811 -1.4808 -0.3743 0.27
H 3.7786 0.1851 -0.3097 0.21
H 2.9413 1.6578 0.2427 0.21
H -1.2748 -1.8190 0.1024 0.36
```

Values from the calculation:
M: 121.2 g/mol
Charge: +1
2S+1: 3



Energetically preferred structure: #x | next structure: +19.6 kcal/mol



#w
Computed, not measured: 11 unconnected molecules or ions with the total composition H23O11, with ωB97M-V/def2-TZVPD.

XYZ file:
```
34
Properties=species:S:1:pos:R:3:mulliken_charge:R:1
O 0.1721 -0.4078 0.1019 -0.12
H -0.1127 -1.3610 0.1892 0.50
H -0.0574 -0.0331 -0.7874 0.27
H 1.1788 -0.4089 0.1235 0.43
O 0.6888 -2.2783 -2.1070 -0.57
H 0.5223 -3.1797 -1.8659 0.30
H -0.1655 -1.8539 -2.2026 0.33
O -1.8383 -0.6504 -2.1949 -0.60
H -2.1603 0.0392 -2.8071 0.27
H -2.3903 -1.4312 -2.3712 0.29
O 2.1518 1.7523 2.5032 -0.67
H 1.2161 1.4576 2.4956 0.35
H 2.5498 1.4485 1.6677 0.37
O 0.3956 3.3422 -0.8425 -0.68
H 0.9652 2.6209 -1.2004 0.39
H -0.3271 2.9588 -0.3452 0.43
O 2.9581 0.0175 0.2608 -0.60
H 3.5397 0.2826 -0.4429 0.26
H 3.4624 -0.6930 0.7168 0.28
O -0.1665 0.4784 3.0993 -0.71
H -0.4226 1.1280 3.7442 0.30
H -0.7989 0.6162 2.3186 0.40
O 0.9294 1.1072 -2.0541 -0.62
H 0.3973 1.3872 -2.7995 0.25
H 1.8017 1.1056 -2.3998 0.27
O -0.5838 -3.1562 0.4977 -0.64
H -0.9074 -4.0097 0.1722 0.28
H 0.2859 -3.3379 0.9218 0.32
O -2.6486 -0.8128 1.0977 -0.56
H -2.6667 -1.6011 1.6390 0.29
H -2.9744 -1.2195 0.2665 0.27
O -1.3530 2.0862 0.7367 -0.65
H -1.4059 2.7930 1.3404 0.31
H -2.2353 1.8130 0.5279 0.26
```

Values from the calculation:
M: 199.2 g/mol
Charge: +1



#x
Computed, not measured: 11 unconnected molecules or ions with the total composition H23O11, with ωB97M-V/def2-TZVPD.

XYZ file:
```
34
Properties=species:S:1:pos:R:3:mulliken_charge:R:1
O 1.7269 -2.9239 -0.7312 -0.69
H -1.8499 0.5000 2.8293 0.26
H -0.5453 -0.2338 -1.0723 0.20
O 3.6463 0.3806 -1.2461 -0.61
H 2.1759 -2.1629 -0.4615 0.32
H -2.5197 0.7915 1.3224 0.45
O 1.0998 -0.2428 -4.2651 -0.59
H -0.1852 1.7840 -1.9046 0.25
H -3.7575 -0.9337 2.1758 0.41
O 0.9749 0.8428 3.3127 -0.59
H 1.8765 1.1455 3.3823 0.29
H -2.8253 1.4195 -0.4573 0.25
O -0.2916 -1.0721 -0.6583 -0.56
H -4.6412 -0.2157 1.2371 0.34
H 3.8888 -0.1016 -2.0494 0.31
O -0.9200 -1.9488 1.6711 -0.33
H -0.1666 -1.3891 1.8593 0.38
H 2.2307 -3.6993 -0.4392 0.31
O -2.3361 0.1016 2.1547 -0.73
H 0.6854 -0.9705 -4.2529 0.28
O -3.4536 1.2845 0.1327 -0.65
H 0.8820 -0.0206 -3.2117 0.31
H 4.6111 0.5028 -1.0749 0.30
O 1.8145 2.4834 0.0702 -0.65
H -3.8989 0.4554 -0.3192 0.42
H 2.3257 3.2994 0.3569 0.34
O 0.6851 1.4863 -2.0866 -0.57
H 2.6735 2.0165 -0.0642 0.31
H 1.4353 2.1407 -1.8669 0.35
O -3.9543 -0.8867 1.1599 -0.76
H 0.7415 1.6348 2.7927 0.32
H -1.6653 -1.3979 1.8092 0.47
H -0.8389 -2.3637 0.7441 0.47
H 0.3754 -1.7060 -0.8490 0.39
```

Values from the calculation:
M: 199.2 g/mol
Charge: +1



Energetically preferred structure: #w | next structure: +94.9 kcal/mol